No. 1
DFT (ωB97M-V/def2-TZVPD) results for a structure of composition C3H5NO2S at a distorted geometry.

Each line ends with the Mulliken charge.
Atoms and positions in Å:
C: -0.676 -1.044 1.294  -0.017
C: -0.253 -0.750 -1.023  -0.480
C: 0.618 0.460 -0.755  -0.526
N: -0.715 -1.457 0.155  -0.343
O: 1.453 1.512 1.611  -0.582
O: -0.837 2.096 0.865  -0.565
S: 0.220 1.117 0.972  0.841
H: -0.998 -1.438 2.226  0.377
H: -1.165 -0.476 -1.564  0.287
H: 0.267 -1.505 -1.621  0.306
H: 1.672 0.204 -0.727  0.334
H: 0.413 1.281 -1.433  0.369

## Properties
HOMO-LUMO gap, eV: 9.11
HOMO energy, eV: -8.91
Spin multiplicity: 1
Energy, eV: -19609.63621

No. 2
DFT (ωB97M-V/def2-TZVPD) results for a cluster of 3 separate species, C3H5NO2S in total at a distorted geometry.

Each line ends with the Mulliken charge.
Atoms and positions in Å:
C: -5.270 -0.350 -0.060  0.711
C: -1.581 -0.768 0.093  -0.354
C: -1.335 0.289 1.144  -0.341
N: 1.469 0.748 0.930  -0.694
O: -5.089 0.639 0.450  -0.299
O: -5.547 -1.350 -0.593  -0.397
S: -1.982 0.957 -0.293  0.009
H: -0.739 -1.080 -0.481  0.284
H: -2.322 -1.403 0.218  0.311
H: 1.106 -0.206 0.727  0.261
H: 2.136 0.866 0.250  0.224
H: 0.679 1.309 0.663  0.284

## Properties
HOMO-LUMO gap, eV: 9.11
HOMO energy, eV: -9.70
Spin multiplicity: 1
Energy, eV: -19609.14544

No. 3
DFT (ωB97M-V/def2-TZVPD) results for a cluster of 2 separate species, C3H5NO2S in total at a distorted geometry.

Each line ends with the Mulliken charge.
Atoms and positions in Å:
C: -2.785 0.007 -0.191  -0.205
C: 0.518 -0.521 0.251  -0.269
C: 2.416 0.776 -0.189  0.003
H: -3.694 0.682 0.060  0.308
H: -2.877 -1.170 -1.030  0.236
H: 0.593 -0.520 1.428  0.323
H: 0.883 -1.316 -0.415  0.380
H: 2.680 1.968 -0.044  0.252
N: -1.639 0.347 0.484  -0.353
O: -0.697 -0.637 -0.189  -0.174
O: 1.086 0.764 -0.200  -0.227
S: 3.515 -0.381 0.034  -0.276

## Properties
HOMO-LUMO gap, eV: 9.12
HOMO energy, eV: -8.85
Spin multiplicity: 1
Energy, eV: -19606.52940

No. 4
DFT (ωB97M-V/def2-TZVPD) results for the molecule C3H5NO2S at a distorted geometry.

Each line ends with the Mulliken charge.
Atoms and positions in Å:
C: 1.950 -0.819 0.181  -1.134
C: 1.193 0.576 -0.035  0.586
C: -2.777 0.029 0.027  0.085
H: 2.960 -0.574 0.071  0.314
H: 1.670 -1.587 -0.642  0.299
H: 1.705 -1.301 1.064  0.387
H: -0.649 1.687 -0.373  0.348
H: -3.504 -0.756 -0.234  0.286
N: -0.239 0.663 0.151  -0.215
O: 1.835 1.597 -0.175  -0.534
O: -3.018 1.197 0.134  -0.426
S: -1.125 -0.711 -0.169  0.003

## Properties
HOMO-LUMO gap, eV: 9.60
HOMO energy, eV: -9.17
Spin multiplicity: 1
Energy, eV: -19610.89718

No. 5
DFT (ωB97M-V/def2-TZVPD) results for a cluster of 2 separate species, C3H5NO2S in total at a distorted geometry.

Each line ends with the Mulliken charge.
Atoms and positions in Å:
C: -1.036 -0.169 -0.273  -0.525
C: -0.406 0.990 0.450  -0.329
C: 0.979 -0.283 -1.222  -0.181
N: 1.013 -1.877 1.447  0.024
O: 1.361 -0.849 1.897  -0.165
O: -0.326 -0.363 -1.493  -0.340
S: 1.356 0.780 0.059  -0.138
H: -1.345 -1.075 0.114  0.361
H: -2.015 0.226 -0.608  0.278
H: -0.663 2.005 -0.034  0.293
H: -0.627 1.237 1.594  0.318
H: 1.710 -0.623 -1.932  0.403

## Properties
HOMO-LUMO gap (alpha / beta), eV: 6.79 / 9.47
HOMO energy (alpha / beta), eV: -6.53 / -9.21
Spin multiplicity: 3
Energy, eV: -19606.85550

No. 6
DFT (ωB97M-V/def2-TZVPD) results for the molecule C3H5NO2S2 at a distorted geometry.

Each line ends with the Mulliken charge.
Atoms and positions in Å:
C: 0.459 0.147 1.724  0.422
C: -1.316 0.356 0.116  -0.662
C: 0.167 0.186 -2.156  0.156
H: 1.981 -1.154 1.203  0.237
H: 0.768 -0.914 0.001  0.144
H: -1.238 -0.655 -0.216  0.479
H: -2.370 0.572 0.151  0.392
H: 0.510 0.510 -3.189  0.333
N: 1.088 -0.730 0.925  -0.236
O: -0.773 0.641 1.373  -0.288
O: 0.361 -0.971 -1.823  -0.556
S: 1.119 0.631 3.118  -0.398
S: -0.757 1.380 -1.227  -0.022

## Properties
HOMO-LUMO gap, eV: 8.58
HOMO energy, eV: -8.39
Spin multiplicity: 1
Energy, eV: -30447.04212

No. 7
DFT (ωB97M-V/def2-TZVPD) results for a cluster of 2 separate species, C3H5NO2Si in total at a distorted geometry.

Each line ends with the Mulliken charge.
Atoms and positions in Å:
C: 2.662 -1.799 2.263  -0.275
C: -0.111 0.449 0.874  0.657
C: -1.233 -0.789 -0.885  -0.595
N: 3.114 -2.830 2.630  -0.339
O: -1.140 0.705 1.486  -0.559
O: -0.062 -0.142 -0.282  -0.247
Si: 1.621 0.984 1.330  0.534
H: -1.395 -0.196 -1.774  0.227
H: -1.927 -0.534 -0.069  0.332
H: -0.907 -1.749 -1.072  0.239
H: 2.426 0.802 0.201  0.029
H: 1.485 1.875 2.483  -0.003

## Properties
HOMO-LUMO gap (alpha / beta), eV: 7.52 / 7.52
HOMO energy (alpha / beta), eV: -10.09 / -10.08
Spin multiplicity: 1
Energy, eV: -16649.70865

No. 8
DFT (ωB97M-V/def2-TZVPD) results for a cluster of 2 separate species, C3H5NO3 in total at a distorted geometry.

Each line ends with the Mulliken charge.
Atoms and positions in Å:
C: 0.331 -1.170 -1.156  -0.676
C: 1.158 -0.451 -0.528  0.281
C: 2.062 0.226 0.076  -0.696
N: -1.517 0.285 0.723  1.075
O: -2.388 1.328 0.604  -0.432
O: -2.025 -0.694 0.306  -0.561
O: -0.477 0.406 1.242  -0.506
H: 0.697 -1.576 -2.143  0.199
H: -0.616 -1.487 -0.902  0.482
H: 2.998 -0.156 0.599  0.231
H: -2.222 1.998 1.248  0.370
H: 1.998 1.292 -0.070  0.233

## Properties
HOMO-LUMO gap, eV: 9.64
HOMO energy, eV: -9.28
Spin multiplicity: 1
Energy, eV: -10817.84979

No. 9
DFT (ωB97M-V/def2-TZVPD) results for the molecule C3H5NO3.

Each line ends with the Mulliken charge.
Atoms and positions in Å:
N: 1.088 1.404 0.897  -0.633
C: -0.340 0.386 -0.650  0.493
O: -0.721 1.222 -1.409  -0.480
C: -0.110 0.570 0.822  -0.338
O: -1.388 -1.852 0.058  -0.472
C: -0.493 -1.899 -0.743  0.154
O: 0.186 -0.823 -1.177  -0.278
H: 1.878 0.891 0.512  0.270
H: 0.969 2.230 0.317  0.296
H: 0.059 -0.372 1.346  0.334
H: -0.986 1.045 1.276  0.277
H: -0.142 -2.803 -1.248  0.376

## Properties
HOMO-LUMO gap, eV: 10.79
HOMO energy, eV: -10.00
Spin multiplicity: 1
Energy, eV: -10824.34557

No. 10
DFT (ωB97M-V/def2-TZVPD) results for the molecule C3H5NO3.

Each line ends with the Mulliken charge.
Atoms and positions in Å:
N: -0.749 -1.379 0.325  -0.363
C: -0.940 -0.064 0.616  0.546
O: -2.011 0.422 0.918  -0.612
C: 0.315 0.801 0.587  -0.288
O: 1.328 0.308 -0.300  -0.372
C: 1.000 0.376 -1.605  0.157
O: -0.036 0.800 -2.037  -0.462
H: -1.543 -2.000 0.384  0.226
H: 0.171 -1.776 0.213  0.213
H: -0.001 1.810 0.313  0.283
H: 0.777 0.808 1.579  0.303
H: 1.828 -0.018 -2.210  0.370

## Properties
HOMO-LUMO gap, eV: 10.78
HOMO energy, eV: -10.09
Spin multiplicity: 1
Energy, eV: -10825.00852